# 1
# C22H64N6O9

A molecular structure, C22H64N6O9 at a distorted geometry (ωB97M-V/def2-TZVPD, OMol25).

```
101
Properties=species:S:1:pos:R:3:forces:R:3
N -0.723 -0.241 0.734 0.63 3.56 0.44
H -1.589 -0.297 1.204 -1.07 0.59 2.13
H -0.764 -1.120 0.346 0.79 -2.30 -2.51
H 0.155 -0.158 1.270 -0.71 -0.11 0.61
H -0.786 0.658 0.184 0.43 -1.69 -0.31
C 1.561 2.353 0.310 3.70 -1.38 -1.01
O 1.163 2.543 1.455 -1.66 0.23 1.35
O 2.799 2.904 -0.046 0.94 -0.23 -1.05
O 0.999 1.807 -0.665 14.42 -9.98 9.21
H 3.317 3.330 0.638 -0.64 0.00 0.62
C -1.362 -4.586 0.317 -1.33 -3.72 3.48
C -0.573 -4.278 1.703 -1.14 -1.45 -2.76
C 0.892 -4.197 1.560 3.38 0.96 -0.99
O 1.382 -5.349 0.951 2.00 -0.42 -1.36
C 2.854 -5.261 0.674 -0.51 0.86 4.30
N -1.018 -2.957 2.131 2.29 -1.23 0.84
H -2.578 -4.307 0.421 3.59 -0.72 -0.50
H -1.187 -5.760 0.158 -1.01 2.42 0.22
H -0.806 -4.194 -0.464 0.48 1.49 -1.71
H -0.679 -5.095 2.429 -1.08 0.09 0.09
H 1.659 -3.960 2.484 -2.49 -0.13 -1.52
H 1.018 -3.446 0.771 0.43 0.94 0.55
H 3.430 -4.261 0.370 -1.95 -2.03 0.80
H 3.099 -6.066 0.105 0.24 -1.78 -2.86
H 3.231 -5.780 1.646 0.18 1.94 -0.93
H -0.449 -3.172 2.964 -1.06 2.38 1.09
H -1.946 -3.215 2.300 -2.04 0.58 1.14
C 0.755 4.209 -2.780 0.11 0.99 -2.58
C 0.338 4.050 -1.323 0.19 -1.42 -2.17
C -0.585 5.057 -0.774 -1.49 0.74 -1.96
O 0.057 6.359 -0.766 -0.06 -1.21 0.12
C -0.702 7.219 0.068 7.02 1.62 3.65
N -0.257 2.716 -1.189 -11.60 9.77 -5.19
H -0.063 4.396 -3.566 0.60 -0.22 1.52
H 1.332 3.403 -3.237 -0.38 -1.07 0.68
H 1.528 4.948 -3.062 -0.60 0.62 0.99
H 1.243 4.032 -0.712 -0.01 0.77 -0.27
H -0.599 4.816 0.239 -1.10 -0.67 2.03
H -1.749 4.859 -1.314 3.32 1.45 1.48
H -1.540 7.038 -0.324 -7.59 0.42 -2.34
H -0.205 8.213 0.061 -0.92 -0.33 -0.84
H -0.729 7.077 1.204 0.23 -0.98 -1.24
H -0.338 2.602 -0.197 -1.58 0.27 -0.19
H 0.329 2.061 -1.677 -2.33 1.48 -2.55
C 2.124 -2.989 -2.136 -3.61 -0.87 -0.99
C 1.621 -1.475 -2.310 3.13 -1.59 -1.90
C 0.252 -1.418 -2.923 -0.19 1.31 -0.02
O 0.231 -1.799 -4.275 -2.20 -0.13 0.35
C -1.191 -1.940 -4.693 2.13 -1.65 2.85
N 1.635 -0.897 -0.998 -0.03 3.09 0.12
H 1.960 -3.706 -3.010 0.14 1.50 0.48
H 1.352 -3.460 -1.414 1.74 0.64 -0.35
H 3.163 -3.111 -1.919 0.54 0.22 0.80
H 2.408 -1.020 -3.046 -1.39 -0.34 1.09
H -0.256 -0.440 -2.868 0.79 0.49 0.14
H -0.390 -1.943 -2.240 -0.65 -1.46 0.15
H -1.560 -2.903 -4.290 0.27 0.00 -1.23
H -1.195 -1.627 -5.653 0.08 -0.65 -3.76
H -1.924 -1.269 -4.365 -0.41 1.87 1.82
H 1.751 0.207 -1.062 -0.40 -2.82 0.39
H 2.425 -1.231 -0.466 0.16 -0.08 -0.04
C -3.334 2.340 -1.643 4.91 1.22 3.86
C -2.522 1.174 -2.182 -1.07 2.72 0.33
C -3.294 -0.039 -1.886 -0.15 -2.62 -0.83
O -3.524 -0.260 -0.471 2.13 0.94 -0.92
C -4.256 -1.401 -0.280 -3.77 -0.10 1.21
N -2.458 1.465 -3.633 6.54 -10.66 2.27
H -3.610 2.175 -0.610 -0.43 0.04 0.21
H -4.079 2.626 -2.199 -4.90 0.35 -3.19
H -2.828 3.370 -1.652 0.32 -1.82 0.22
H -1.596 1.036 -1.611 0.11 0.69 -0.96
H -2.720 -0.913 -2.355 -0.90 0.67 0.78
H -4.248 0.046 -2.392 -0.52 -0.30 -0.09
H -5.268 -1.169 -0.844 1.61 -1.40 0.91
H -4.540 -1.535 0.824 0.45 0.68 -1.34
H -3.795 -2.363 -0.507 0.21 0.12 -0.84
H -1.458 1.702 -3.880 -0.47 -1.64 0.44
H -2.674 2.256 -3.886 -4.80 10.57 -2.19
C 1.714 -1.427 4.678 -1.27 2.70 0.50
C 2.117 -0.137 3.838 -0.76 -1.52 2.60
C 2.803 -0.417 2.512 -0.67 -2.52 -1.59
O 4.057 -0.997 2.756 1.21 -0.46 -0.91
C 4.852 -1.151 1.537 2.64 2.26 6.58
N 0.797 0.478 3.578 2.10 2.73 -1.74
H 1.001 -1.756 4.042 -0.95 -3.30 -3.38
H 0.820 -1.517 5.382 1.11 2.32 0.67
H 2.431 -1.933 5.209 1.94 -1.90 0.09
H 2.936 0.324 4.434 -0.87 0.90 -0.22
H 2.991 0.492 1.940 -0.65 0.35 -0.09
H 2.240 -1.239 1.816 0.47 2.03 1.46
H 4.381 -1.362 0.736 -4.01 -1.72 -5.44
H 5.589 -1.871 1.740 0.69 -1.40 0.40
H 5.457 -0.287 1.330 -0.05 1.04 0.06
H 1.085 1.371 3.064 -1.02 -1.24 0.22
H 0.345 0.867 4.391 0.12 -0.43 0.66
C -2.054 2.293 2.713 -0.03 -3.54 -4.26
O -2.953 1.180 3.017 0.24 0.90 2.03
H -0.998 2.019 2.794 -0.16 0.03 0.61
H -2.291 3.142 3.286 -0.44 1.43 -0.07
H -2.179 2.191 1.506 0.17 1.84 2.63
H -3.229 1.341 3.952 0.19 -0.63 -1.12
```
Forces are in eV/Å.

Summary:
Charge   0
Electronic energy   -1881.51752 hartree
HOMO-LUMO gap   5.67 eV
Energy relative to the best compared isomer or geometry (same formula, charge and spin)   132.47 kcal/mol
HOMO energy   -5.28 eV

Löwdin population analysis, charges in e, atoms 1 to 8: atom 1 (N): 0.335, atom 2 (H): 0.082, atom 3 (H): 0.056, atom 4 (H): 0.102, atom 5 (H): 0.121, atom 6 (C): -0.777, atom 7 (O): 0.005, atom 8 (O): 0.041

---

# 2
# CH9O4

4 unconnected molecules or ions with the total composition CH9O4 at a distorted geometry (ωB97M-V/def2-TZVPD, OMol25).

```
14
Properties=species:S:1:pos:R:3:forces:R:3
C 0.272 -2.334 -0.716 1.45 1.02 0.08
O 0.634 -1.162 -0.063 -0.90 0.44 0.02
H -0.767 -2.398 -1.083 -0.32 -0.15 0.67
H 0.828 -2.399 -1.683 0.18 -0.53 0.35
H 0.585 -3.117 0.009 -0.64 -0.62 -0.95
H -1.143 2.149 0.221 -0.32 -0.28 0.33
H -0.896 3.454 -0.463 -0.32 -0.02 0.37
O -1.444 3.070 0.244 0.63 0.13 -0.64
H 1.322 0.126 -0.401 0.16 0.41 -0.37
H 1.420 1.568 0.221 0.06 0.01 0.01
O 1.721 1.082 -0.551 -0.21 -0.33 0.15
H -0.615 -0.434 0.751 0.75 -0.36 0.16
H -0.689 0.423 2.082 0.27 -0.15 -0.07
O -1.228 -0.027 1.431 -0.79 0.46 -0.11
```
Forces are in eV/Å.

Summary:
Charge   -1
Electronic energy   -344.47414 hartree
HOMO-LUMO gap   7.91 eV
Energy relative to the best compared isomer or geometry (same formula, charge and spin)   13.05 kcal/mol
HOMO energy   -3.85 eV

Löwdin population analysis, charges in e, atoms 1 to 8: atom 1 (C): -0.318, atom 2 (O): -0.417, atom 3 (H): 0.045, atom 4 (H): 0.048, atom 5 (H): 0.056, atom 6 (H): 0.005, atom 7 (H): 0.032, atom 8 (O): -0.088

---

# 3
# C30H80O38P8

10 unconnected molecules or ions with the total composition C30H80O38P8 at a distorted geometry (ωB97M-V/def2-TZVPD, OMol25).

```
156
Properties=species:S:1:pos:R:3:forces:R:3
C -6.045 3.891 4.509 1.29 2.86 0.54
O -5.440 3.894 3.213 -0.09 0.52 0.76
P -6.006 2.998 2.067 -1.04 -0.78 1.27
O -7.469 2.913 1.927 0.41 -0.13 0.01
O -5.276 3.620 0.858 0.88 -0.58 -0.86
C -5.750 4.789 0.220 -0.23 0.40 0.11
O -5.253 1.651 2.460 0.14 2.02 0.61
C -5.420 0.515 1.715 0.54 -0.81 -3.62
H -5.299 4.447 5.175 -0.94 -1.20 -0.71
H -6.309 2.937 4.867 -0.03 -1.26 0.36
H -6.918 4.537 4.496 -0.29 -0.14 -0.13
H -6.138 5.537 0.924 0.22 -0.27 -0.10
H -6.495 4.568 -0.522 -0.56 -0.31 -0.13
H -4.894 5.144 -0.302 0.63 0.73 -0.34
H -4.901 -0.296 2.165 0.29 -0.59 0.52
H -4.965 0.652 0.667 -0.48 -0.24 1.39
H -6.454 0.289 1.536 -0.68 -0.27 0.21
C 2.259 2.288 0.833 0.84 0.66 0.18
O 2.791 3.685 0.733 -0.80 -1.08 0.31
P 4.288 3.999 0.310 -1.07 -1.65 -1.42
O 4.842 5.169 0.937 0.34 1.61 0.38
O 5.047 2.653 0.743 0.22 0.83 -0.84
C 6.485 2.799 0.817 0.79 0.00 0.75
O 4.284 4.014 -1.338 0.03 -0.49 2.00
C 3.778 5.200 -1.972 -0.75 -0.80 -0.43
H 1.268 2.161 0.403 0.01 0.79 -0.02
H 2.253 1.923 1.878 0.11 0.56 -0.42
H 2.949 1.701 0.263 0.22 -0.72 -0.27
H 6.958 2.652 -0.152 -0.19 -0.12 -0.08
H 6.813 2.029 1.516 0.05 -0.07 -0.22
H 6.835 3.772 1.234 -0.75 -0.53 -0.34
H 4.624 5.706 -2.368 0.61 0.91 -0.04
H 3.168 5.794 -1.290 0.23 0.13 -0.12
H 3.166 4.907 -2.847 0.14 -0.13 0.62
C 0.678 -4.280 0.856 0.42 -1.81 -0.55
O 1.743 -5.147 0.334 -1.12 0.02 1.24
P 2.582 -5.048 -0.949 -0.15 -1.42 -0.64
O 3.058 -3.771 -1.405 0.41 2.79 -0.37
O 3.775 -6.013 -0.672 -1.17 -1.20 0.13
C 5.017 -5.507 -0.323 3.03 -1.20 -0.53
O 1.729 -5.793 -2.053 -0.15 0.13 1.02
C 2.257 -6.039 -3.340 1.42 -1.51 0.52
H 0.608 -4.487 1.902 0.38 0.06 0.72
H -0.277 -4.633 0.463 0.15 0.58 -0.52
H 0.982 -3.282 0.676 -0.31 1.10 -0.26
H 5.482 -5.057 -1.218 -0.11 0.05 0.49
H 5.660 -6.418 -0.061 -0.86 1.35 -0.13
H 5.042 -4.789 0.482 -0.31 0.14 0.28
H 2.768 -5.204 -3.807 -0.25 0.31 0.04
H 1.405 -6.397 -3.830 -1.06 -0.12 -1.51
H 2.955 -6.922 -3.324 -0.35 0.89 0.23
C 2.800 -1.397 3.426 0.56 0.03 0.02
O 2.391 -0.031 3.704 -0.01 -0.08 0.93
P 3.022 0.573 5.065 1.26 -0.21 -0.05
O 4.387 0.158 5.433 -0.31 -0.51 -0.44
O 2.955 2.120 4.866 0.21 0.99 -1.13
C 4.019 2.746 4.066 -1.10 1.34 -0.28
O 1.949 0.296 6.152 -1.56 0.28 1.23
C 1.990 0.706 7.574 -0.25 -1.73 -1.13
H 2.702 -1.640 2.363 -0.60 0.33 0.25
H 2.325 -2.159 4.068 -0.11 0.60 -0.33
H 3.856 -1.356 3.612 0.68 -0.67 0.18
H 3.543 3.633 3.577 0.28 -0.81 0.31
H 4.457 2.130 3.272 -0.26 -0.23 0.50
H 4.769 3.147 4.735 0.25 -0.33 0.14
H 1.918 1.750 7.724 0.05 1.18 -0.35
H 2.910 0.318 7.965 0.43 -0.10 0.42
H 1.127 0.232 8.066 0.38 0.01 -0.39
C -7.403 1.856 -1.688 -0.50 -0.99 1.33
O -6.464 0.726 -1.712 0.27 0.92 0.28
P -6.375 -0.076 -3.061 1.28 0.57 -0.61
O -7.641 -0.291 -3.710 -1.42 -0.27 -0.84
O -5.316 0.774 -3.959 0.09 -0.03 0.10
C -5.249 0.622 -5.401 -1.44 0.84 -0.30
O -5.638 -1.393 -2.680 1.21 -0.91 0.10
C -4.186 -1.478 -2.520 -1.25 -1.08 1.68
H -7.019 2.680 -2.292 0.07 0.06 0.39
H -7.624 2.072 -0.582 0.62 0.01 -1.73
H -8.314 1.465 -2.145 -0.11 0.36 0.02
H -4.246 0.811 -5.802 -0.13 0.08 0.62
H -5.983 1.348 -5.890 0.99 -0.92 0.69
H -5.548 -0.379 -5.681 -0.06 -0.25 -0.10
H -3.794 -2.477 -2.671 -0.71 -0.48 -0.25
H -3.942 -1.243 -1.487 0.13 0.49 -0.11
H -3.741 -0.882 -3.236 1.05 1.56 -1.16
C -1.345 1.960 2.182 -0.17 0.19 -1.98
O -1.155 1.872 0.709 0.20 -0.57 0.07
P -1.716 0.616 -0.140 -1.37 0.61 2.78
O -2.120 -0.537 0.671 -0.22 -0.05 0.47
O -0.666 0.235 -1.171 2.12 0.33 -1.34
C 0.585 -0.421 -0.686 -1.33 1.80 -0.93
O -2.940 1.179 -0.913 -0.26 -0.77 -0.85
C -3.334 2.377 -1.532 -1.50 0.67 1.27
H -1.289 3.024 2.392 0.08 -0.08 0.20
H -0.602 1.372 2.676 0.55 -0.25 0.26
H -2.317 1.564 2.374 -0.69 -0.14 0.49
H 1.373 0.093 -1.211 0.38 0.10 -0.14
H 0.451 -1.394 -1.077 0.36 -1.34 0.34
H 0.653 -0.241 0.378 0.14 -0.66 0.31
H -4.381 2.230 -1.874 0.78 0.02 0.10
H -2.723 2.709 -2.326 0.89 -0.05 -1.02
H -3.339 3.154 -0.764 -0.02 0.08 -0.11
C -1.129 -4.062 -4.543 -0.68 1.03 1.17
O -0.752 -2.707 -4.014 -0.78 -2.33 0.27
P -0.101 -1.704 -5.014 2.15 0.63 1.56
O -0.667 -1.713 -6.337 -0.97 0.61 -1.46
O 1.446 -2.144 -5.117 -0.02 0.13 0.97
C 2.325 -2.129 -3.929 -0.42 0.64 -1.04
O -0.069 -0.383 -4.088 -0.78 0.05 -1.03
C -1.124 0.696 -4.159 1.75 -1.10 -0.95
H -1.701 -3.917 -5.470 0.01 -0.19 0.50
H -1.670 -4.545 -3.701 -0.07 0.56 -0.81
H -0.292 -4.711 -4.715 0.87 0.19 -0.26
H 2.390 -1.091 -3.638 -0.15 0.12 0.67
H 3.321 -2.378 -4.258 0.19 -0.39 -0.36
H 2.045 -2.802 -3.128 -0.40 0.05 -0.07
H -1.806 0.523 -3.342 -0.05 0.25 0.26
H -1.639 0.612 -5.130 0.24 0.15 0.37
H -0.498 1.608 -4.102 -0.84 -0.34 0.16
C -1.530 -3.639 6.726 0.09 1.37 -0.28
O -0.761 -3.088 5.603 -0.43 0.06 0.48
P -1.328 -1.880 4.720 1.16 -0.15 1.56
O -0.390 -1.548 3.643 -0.55 0.18 0.06
O -2.776 -2.353 4.365 -0.31 -0.05 -0.05
C -3.292 -2.625 3.071 -0.51 0.25 -1.67
O -1.598 -0.754 5.860 1.17 -1.07 -0.82
C -1.412 0.632 5.501 -3.13 -1.14 -0.25
H -2.438 -4.086 6.292 0.33 -0.02 0.55
H -1.780 -2.808 7.452 0.13 -0.92 -0.85
H -0.867 -4.345 7.230 -0.28 -0.03 -0.27
H -3.022 -1.838 2.325 0.35 -0.68 0.60
H -4.376 -2.520 3.174 0.10 -0.45 0.04
H -3.036 -3.645 2.654 -0.10 1.09 0.79
H -0.588 0.823 4.875 0.97 -0.03 -0.79
H -1.351 1.165 6.411 0.20 0.61 0.95
H -2.414 0.816 5.043 1.00 0.95 -0.11
O 2.839 1.628 -2.854 -0.55 -0.29 0.14
C 2.978 1.452 -4.019 1.40 0.44 -0.61
O 2.316 2.160 -5.001 1.15 -1.13 0.43
C 3.002 1.893 -6.254 -0.46 1.86 -0.42
C 3.666 0.588 -6.034 1.69 -0.39 1.60
O 3.973 0.623 -4.540 -2.33 0.98 -1.73
H 2.219 1.902 -7.016 0.22 -0.31 -0.01
H 3.697 2.738 -6.504 -0.46 -0.72 0.54
H 4.648 0.440 -6.508 -0.56 0.17 0.00
H 2.997 -0.222 -6.245 -0.26 -0.67 0.13
O 7.942 -1.811 -0.236 -0.13 -0.19 -0.36
C 6.819 -1.469 -0.458 0.92 -0.34 1.06
O 6.500 -0.327 -1.077 -0.99 -0.71 -0.26
C 5.036 -0.312 -1.200 1.31 1.29 0.68
C 4.595 -1.164 -0.061 0.89 -1.44 0.57
O 5.734 -2.142 0.006 -1.09 1.02 -0.54
H 4.867 0.748 -1.051 -0.93 0.03 -0.44
H 4.756 -0.719 -2.148 -0.22 0.03 -0.66
H 3.648 -1.701 -0.212 0.49 0.03 -0.04
H 4.640 -0.674 0.909 -0.30 0.31 -0.04
```
Forces are in eV/Å.

Summary:
SMILES string   COP(=O)(OC)OC.COP(=O)(OC)OC.COP(=O)(OC)OC.COP(=O)(OC)OC.COP(=O)(OC)OC.COP(=O)(OC)OC.COP(=O)(OC)OC.COP(=O)(OC)OC.O=C1OCCO1.O=C1OCCO1
Charge   0
Electronic energy   -6781.71978 hartree
HOMO-LUMO gap   10.73 eV
Energy relative to the best compared isomer or geometry (same formula, charge and spin)   0.00 kcal/mol
HOMO energy   -10.39 eV

Löwdin population analysis, charges in e, atoms 1 to 8: atom 1 (C): -0.081, atom 2 (O): -0.210, atom 3 (P): 0.315, atom 4 (O): -0.220, atom 5 (O): -0.210, atom 6 (C): -0.075, atom 7 (O): -0.190, atom 8 (C): -0.120